No. 1
Density functional theory data (wB97M-V/def2-TZVPD) for 4 unconnected molecules or ions with the total composition H8O3S2.

The spin multiplicity is 1. The total energy comes out at -27942.3752 eV. The calculation puts the molar mass at 120.19 g mol⁻¹. The gap between HOMO and LUMO comes out at 9.3 eV. The calculation puts the HOMO energy at -9.2 eV. The relative energy (zero: lowest compared OMol25 entry of this formula, charge and spin) comes out at 14.22 kcal per mole.

```
13
Properties=species:S:1:pos:R:3:forces:R:3
S 4.790996 0.363685 -0.499898 -0.37 0.07 -0.12
S 2.832233 -0.193615 -0.084022 0.34 -0.15 -0.04
H 4.585376 1.666245 -0.262475 0.19 0.04 0.07
H 3.135705 -0.828654 1.056684 -0.17 0.05 0.08
O -0.633008 -2.153957 -1.341978 -0.05 0.10 0.25
H -1.244518 -2.239147 -0.603256 -0.06 -0.13 -0.10
H -0.217102 -1.304518 -1.159047 0.12 0.07 -0.13
O -0.616883 0.140001 1.504270 -0.26 -0.47 0.19
H -0.422599 -0.626747 2.063239 0.09 0.26 -0.12
H -1.582788 0.137493 1.464893 0.20 0.14 -0.12
O -3.151123 1.671014 -0.825305 -0.43 -0.08 0.50
H -3.539555 1.605565 0.060905 0.30 0.09 -0.23
H -3.936738 1.762634 -1.374004 0.10 0.00 -0.25
```
Positions in Å, forces in eV/Å.

=====

No. 2
Density functional theory data (wB97M-V/def2-TZVPD) for a molecular structure, C25H25N6O8PdS3.

The spin multiplicity is 1. The total energy comes out at -87640.4247 eV. The calculation puts the molar mass at 740.13 g mol⁻¹. The gap between HOMO and LUMO comes out at 6.7 eV. The calculation puts the HOMO energy at -5.3 eV. The total charge is -1. The relative energy (zero: lowest compared OMol25 entry of this formula, charge and spin) comes out at 11.76 kcal per mole.

```
68
Properties=species:S:1:pos:R:3:forces:R:3
Pd 0.100155 -0.555877 0.238479 1.28 -1.50 0.81
C 8.241912 0.347238 -2.973868 0.06 0.02 -0.02
C 6.780967 0.315381 -2.622770 -0.05 -0.02 0.02
C 5.809515 0.142961 -3.600975 0.02 0.01 -0.01
C 4.461243 0.088791 -3.274266 -0.03 0.00 -0.05
C 4.076773 0.219844 -1.952736 -0.04 -0.10 0.09
C 5.031437 0.385841 -0.957783 0.00 0.05 0.03
C 6.371673 0.434882 -1.294030 -0.01 0.00 -0.02
S 2.347019 0.209664 -1.538340 -0.18 0.25 0.53
O 1.664185 -0.412441 -2.652341 0.11 -0.13 -0.01
O 1.965792 1.577488 -1.246631 0.11 0.19 -0.13
N 2.244764 -0.618743 -0.142595 -0.88 0.81 -0.87
C 2.614397 -2.020422 -0.372870 0.57 -0.23 0.05
C 1.452437 -2.964050 -0.631135 0.17 0.01 0.19
O 1.617784 -4.051143 -1.143961 -0.01 0.13 0.06
O 0.335144 -2.534625 -0.125673 -0.68 0.28 -0.40
H 8.389058 0.399341 -4.051876 -0.01 0.00 0.00
H 8.751551 -0.547255 -2.610330 -0.02 0.00 0.01
H 8.735600 1.209268 -2.522649 0.00 0.00 0.00
H 6.108849 0.040940 -4.637302 0.00 0.00 0.00
H 3.707523 -0.063250 -4.035157 0.00 -0.01 0.02
H 4.718993 0.455607 0.076758 0.01 -0.02 -0.01
H 7.114996 0.559082 -0.514864 0.01 0.00 0.00
H 3.114823 -2.386417 0.528207 -0.04 -0.04 0.02
H 3.346931 -2.108218 -1.180695 -0.07 -0.10 0.03
N 2.348587 1.692725 1.682391 0.10 -0.12 -0.16
C 1.196374 2.343266 1.451653 -0.08 -0.12 0.09
S -0.271488 1.531605 1.213746 -0.25 0.18 -0.18
N 1.260878 3.682382 1.554042 0.08 0.11 -0.09
C 0.323213 4.682455 1.174376 -0.08 -0.02 0.05
C -0.512715 4.546064 0.073386 0.09 0.03 0.04
C -1.370230 5.582166 -0.258935 0.00 -0.04 -0.03
C -1.388176 6.754810 0.481650 0.00 0.04 0.02
C -0.534410 6.893876 1.564978 0.00 0.01 0.00
C 0.317584 5.858582 1.915065 -0.03 -0.05 0.00
H 2.341956 0.712241 1.395411 -0.04 -0.03 -0.06
H 3.186962 2.164592 1.372271 -0.01 0.07 0.07
H 2.119286 4.045650 1.939676 0.01 -0.03 0.00
H -0.483876 3.641649 -0.512019 -0.02 -0.02 -0.04
H -2.024029 5.468919 -1.113595 0.00 0.00 0.00
H -2.061115 7.558085 0.213038 0.00 0.00 0.00
H -0.536335 7.805326 2.148216 0.00 0.00 0.00
H 0.974051 5.955583 2.772073 0.00 0.00 0.01
O -1.036027 0.743962 -2.178717 0.12 -0.04 -0.10
H -0.462335 1.475690 -1.919182 -0.04 0.02 0.08
H -0.392835 0.135499 -2.574665 -0.06 -0.03 -0.05
O -8.344735 -3.197764 -0.860385 -0.02 0.00 0.02
S -8.828581 -3.637598 0.433388 0.05 -0.04 -0.02
O -9.612362 -4.854257 0.415793 0.01 0.03 0.00
O -9.346380 -2.580756 1.287610 0.02 -0.01 0.01
C -7.299061 -4.097132 1.326525 -0.12 0.04 -0.06
N -7.358997 -5.084491 2.219205 -0.02 -0.06 0.06
C -6.242995 -5.360388 2.876280 0.06 0.02 0.00
C -5.058942 -4.666339 2.680368 -0.07 0.03 -0.05
C -5.108773 -3.647899 1.737683 -0.04 -0.08 0.06
N -6.215714 -3.373480 1.060058 0.07 0.06 -0.01
C -3.929618 -2.806101 1.412531 0.04 0.04 0.02
C -2.907538 -2.575916 2.328865 0.02 0.01 0.01
C -1.846529 -1.774233 1.972257 -0.10 0.12 -0.09
N -1.761632 -1.204379 0.762305 -0.02 0.13 0.24
C -2.734017 -1.422306 -0.126463 -0.01 0.25 -0.11
C -3.836600 -2.199824 0.167174 0.01 0.04 -0.06
H -6.292089 -6.177000 3.590692 0.00 0.00 0.00
H -4.156016 -4.926253 3.214224 0.01 0.00 0.00
H -2.938767 -2.995382 3.324402 -0.01 -0.01 0.00
H -1.040680 -1.557357 2.658366 0.02 -0.04 0.01
H -2.610456 -0.925122 -1.079786 -0.01 -0.05 -0.02
H -4.628341 -2.335068 -0.556570 -0.01 -0.01 0.01
```
Positions in Å, forces in eV/Å.